Below is an isolated molecule of C5H4N2 at a distorted geometry, with properties calculated with ωB97M-V with the def2-TZVPD basis set.

Each line ends with the Löwdin charge.
Cartesian coordinates (Å):
C -2.22 0.11 1.55  0.11
C -1.26 0.55 0.96  -0.10
C -0.11 0.36 0.14  -0.26
C 0.93 0.99 -0.51  -0.04
N 1.61 -0.02 -1.13  -0.04
N 1.09 -1.25 -0.93  0.06
C 0.05 -1.00 -0.16  -0.14
H -3.07 -0.24 2.09  0.03
H 1.20 2.03 -0.56  0.12
H 2.43 0.10 -1.69  0.15
H -0.66 -1.68 0.24  0.11

Values from the calculation:
**Structure (SMILES)**: C#Cc1cn[nH]c1
**Energy relative to the best compared isomer or geometry (same formula, charge and spin)**: 237.0 kJ/mol
**HOMO**: -8.9 eV
**Orbital gap**: 9.75 eV
**E**: -302.338042 hartree
**E_LUMO**: 0.8548 eV

=====

Below is C14H25AlBBeBr2FN2NaO10PS as an isolated structure at a distorted geometry, with properties calculated with ωB97M-V with the def2-TZVPD basis set.

Each line ends with the Löwdin charge.
Cartesian coordinates (Å):
C 2.92 -1.17 2.49  -0.11
C 2.78 -0.76 1.05  -0.30
C 3.11 -1.72 -0.08  -0.34
F 2.21 -1.49 -1.12  -0.03
B 4.59 -1.44 -0.63  -0.64
Br 5.64 -2.71 -1.49  0.82
H 2.66 -2.20 2.75  0.11
H 2.28 -0.46 2.95  -0.06
H 3.90 -0.92 2.85  0.07
H 1.77 -0.40 0.83  0.12
H 3.44 0.14 1.07  -0.14
H 3.06 -2.76 0.26  0.14
H 5.10 -0.37 -0.46  0.01
Al 3.51 1.96 0.65  0.84
C 5.01 -0.21 5.54  -0.14
O 4.39 0.34 4.39  -0.33
H 5.08 -1.29 5.42  0.08
H 6.01 0.19 5.69  0.08
H 4.41 -0.01 6.43  0.08
H 4.29 1.30 4.47  -0.09
Br 2.53 2.08 3.55  0.11
O -0.39 4.01 2.68  -0.30
S -1.71 4.33 3.08  0.47
O -1.38 5.42 4.47  -0.08
O -2.46 3.25 3.75  -0.42
O -2.49 5.13 2.21  -0.21
Be -1.56 1.74 4.28  0.45
C -4.27 5.30 6.99  0.02
C -3.21 5.42 6.04  0.06
N -2.35 5.51 5.29  0.09
H -3.92 5.47 8.00  0.11
H -5.06 6.01 6.75  0.11
H -4.67 4.28 6.88  0.09
C 2.01 -3.11 -5.88  -0.01
C 1.05 -3.65 -4.85  -0.49
O -0.04 -4.06 -5.15  0.06
C 1.54 -3.67 -3.41  -0.02
H 1.54 -3.15 -6.86  0.08
H 2.26 -2.07 -5.65  0.09
H 2.92 -3.70 -5.90  0.09
H 1.76 -2.66 -3.08  0.06
H 2.43 -4.29 -3.33  0.09
H 0.75 -4.09 -2.78  0.09
O -4.53 1.85 5.78  -0.24
P -5.43 2.24 4.61  -0.14
O -5.41 3.75 4.47  -0.23
O -6.85 1.74 4.81  -0.13
O -4.89 1.50 3.39  -0.15
Na 0.42 -0.13 3.07  0.23
N -2.14 -2.84 -8.49  0.05
C -2.02 -2.70 -7.17  -0.15
C -2.83 -1.87 -6.41  -0.07
C -3.81 -1.13 -7.05  -0.09
C -3.95 -1.26 -8.42  -0.08
C -3.09 -2.12 -9.09  -0.17
H -1.24 -3.29 -6.69  0.07
H -2.69 -1.80 -5.34  0.10
H -4.46 -0.47 -6.49  0.10
H -4.70 -0.71 -8.97  0.10
H -3.16 -2.26 -10.17  0.10

Values from the calculation:
**HOMO**: -6.6 eV
**Orbital gap**: 3.77 eV
**E**: -7841.840441 hartree
**E_LUMO**: -2.8299 eV

=====

Below is C15H19F6IrN8O4S2 as an isolated structure at a distorted geometry, with properties calculated with ωB97M-V with the def2-TZVPD basis set.

Each line ends with the Löwdin charge.
Cartesian coordinates (Å):
Ir -0.17 0.26 -0.45  1.55
N 0.49 4.22 0.32  0.19
C 1.77 3.83 0.67  0.03
C 1.78 2.48 0.66  -0.04
N 0.51 2.04 0.31  -0.05
C -0.23 3.12 0.11  -0.22
C -1.57 2.84 -0.27  -0.23
N -1.81 1.56 -0.52  -0.04
C -3.17 1.44 -0.73  -0.05
C -3.73 2.67 -0.62  0.02
N -2.71 3.54 -0.33  0.19
H 0.18 5.18 0.23  0.20
H 2.55 4.53 0.90  0.16
H 2.59 1.82 0.89  0.11
H -3.66 0.50 -0.94  0.11
H -4.76 2.98 -0.71  0.15
H -2.82 4.53 -0.17  0.20
F 4.53 -1.46 0.69  0.23
C 4.24 -0.60 -0.25  -0.68
F 4.43 0.63 0.16  0.19
F 4.86 -0.84 -1.36  0.24
S 2.39 -0.73 -0.60  0.70
O 1.98 0.47 -1.36  -0.34
O 1.56 -0.75 0.64  -0.36
N 2.22 -2.06 -1.39  -0.24
S 0.71 -2.45 -1.60  0.74
O -0.11 -1.22 -1.97  -0.45
O 0.11 -3.22 -0.55  -0.23
C 0.69 -3.50 -3.15  -0.69
F -0.60 -3.70 -3.38  0.17
F 1.25 -2.86 -4.14  0.23
F 1.29 -4.62 -2.87  0.23
C -4.55 -3.19 -1.18  -0.12
C -3.68 -2.40 -2.14  -0.10
N -2.76 -1.56 -1.36  0.09
C -2.35 -1.83 -0.13  -0.30
N -1.44 -0.93 0.48  0.00
C -1.04 -1.15 1.87  -0.17
C -2.02 -1.98 2.67  -0.11
C -2.32 -3.23 1.88  -0.09
N -2.79 -2.88 0.53  0.03
C -3.66 -3.86 -0.14  -0.07
H -5.12 -3.95 -1.71  0.15
H -5.26 -2.53 -0.69  0.14
H -4.28 -1.75 -2.77  0.14
H -3.12 -3.05 -2.80  0.13
H -2.26 -0.85 -1.86  0.11
H -0.86 -0.17 2.32  0.14
H -0.06 -1.65 1.83  0.13
H -2.93 -1.41 2.86  0.14
H -1.57 -2.24 3.63  0.15
H -3.10 -3.82 2.37  0.15
H -1.44 -3.87 1.78  0.15
H -4.26 -4.35 0.62  0.15
H -3.03 -4.62 -0.60  0.16

Values from the calculation:
**Energy relative to the best compared isomer or geometry (same formula, charge and spin)**: 218.5 kJ/mol
**HOMO (alpha / beta)**: -18.3 / -18.3 eV
**2S+1**: 2
**Charge**: +3
**Orbital gap (alpha / beta)**: 7.40 / 5.64 eV
**E**: -2820.857283 hartree
**E_LUMO (alpha / beta)**: -10.8572 / -12.6154 eV

=====

Below is a 5-piece molecular cluster, C22H36N4O2Si overall, with properties calculated with ωB97M-V with the def2-TZVPD basis set.

Each line ends with the Löwdin charge.
Cartesian coordinates (Å):
C 0.19 1.94 -0.17  -0.05
C 0.80 1.16 -1.33  -0.39
C 0.89 2.02 -2.59  -0.06
C 0.13 -0.21 -1.57  -0.34
C 0.71 -1.27 -0.63  -0.05
C -1.38 -0.20 -1.40  -0.25
O -2.00 0.74 -2.30  -0.26
Si -3.31 1.62 -1.85  0.44
O -2.95 3.21 -2.04  -0.19
H 0.13 1.34 0.73  0.08
H -0.79 2.35 -0.41  0.06
H 0.83 2.79 0.06  0.07
H 1.83 0.94 -1.02  0.13
H -0.07 2.43 -2.86  0.06
H 1.27 1.42 -3.42  0.08
H 1.60 2.83 -2.43  0.07
H 0.33 -0.50 -2.60  0.14
H 0.64 -0.90 0.39  0.08
H 0.16 -2.20 -0.72  0.07
H 1.75 -1.42 -0.89  0.08
H -1.65 0.00 -0.37  0.10
H -1.76 -1.20 -1.64  0.12
H -3.66 1.38 -0.44  0.00
H -4.42 1.26 -2.76  -0.02
H -2.34 3.32 -2.77  0.04
N -4.61 -1.13 -4.61  0.00
C -4.97 -1.53 -5.87  -0.14
C -6.26 -1.99 -5.81  -0.11
C -6.70 -1.86 -4.46  -0.11
C -5.66 -1.33 -3.75  -0.16
H -3.72 -0.75 -4.36  0.13
H -4.29 -1.45 -6.70  0.10
H -6.83 -2.37 -6.64  0.09
H -7.66 -2.13 -4.07  0.09
H -5.57 -1.08 -2.71  0.10
N 0.88 -4.39 2.76  0.01
C 1.65 -5.38 2.21  -0.14
C 1.06 -5.76 1.03  -0.11
C -0.12 -4.97 0.88  -0.12
C -0.20 -4.14 1.96  -0.15
H 1.09 -3.92 3.62  0.13
H 2.55 -5.72 2.69  0.11
H 1.42 -6.52 0.36  0.09
H -0.82 -5.01 0.06  0.09
H -0.92 -3.39 2.22  0.10
N 3.37 6.13 2.13  0.00
C 4.16 5.21 1.48  -0.14
C 3.50 4.82 0.35  -0.12
C 2.26 5.52 0.32  -0.12
C 2.22 6.32 1.43  -0.14
H 3.61 6.59 2.99  0.14
H 5.12 4.93 1.88  0.10
H 3.86 4.10 -0.37  0.09
H 1.50 5.44 -0.44  0.09
H 1.46 7.00 1.77  0.11
N 2.12 -1.66 5.84  -0.01
C 2.44 -0.60 5.03  -0.14
C 3.79 -0.64 4.81  -0.11
C 4.31 -1.76 5.51  -0.11
C 3.25 -2.37 6.14  -0.15
H 1.20 -1.87 6.18  0.14
H 1.68 0.09 4.69  0.10
H 4.34 0.06 4.20  0.09
H 5.33 -2.09 5.54  0.09
H 3.21 -3.24 6.77  0.10

Values from the calculation:
**Structure (SMILES)**: CC(C)[C@@H](C)CO[SiH2]O.c1cc[nH]c1.c1cc[nH]c1.c1cc[nH]c1.c1cc[nH]c1
**HOMO**: -8.2 eV
**Orbital gap**: 8.63 eV
**E**: -1518.923126 hartree
**E_LUMO**: 0.4559 eV

=====

Below is C23H44BiNP3Se as an isolated structure at a distorted geometry, with properties calculated with ωB97M-V with the def2-TZVPD basis set.

Each line ends with the Löwdin charge.
Cartesian coordinates (Å):
Bi -1.74 1.76 -0.07  1.02
P -0.04 3.83 -0.39  0.68
P -0.13 0.39 2.84  0.82
P -1.03 0.46 -2.33  0.67
H -3.13 -3.02 1.45  0.07
C -2.66 -3.13 0.47  -0.06
C -1.37 -3.49 0.34  -0.10
H -0.76 -3.74 1.22  0.07
C -0.88 5.44 -0.40  -0.22
C 1.20 3.93 0.94  -0.23
C 0.94 3.84 -1.94  -0.22
C -0.96 -1.18 3.08  -0.18
C 1.60 0.25 3.30  -0.19
C -0.90 1.64 3.87  -0.20
C -1.76 -1.21 -2.42  -0.22
C 0.74 0.15 -2.67  -0.23
C -1.59 1.26 -3.87  -0.25
H -3.31 -3.00 -0.40  0.06
H -0.92 -3.68 -0.64  0.07
H -0.32 6.14 -1.03  0.08
H -0.94 5.84 0.62  0.08
H -1.91 5.34 -0.79  0.02
H 1.64 4.94 0.96  0.09
H 2.01 3.20 0.77  0.06
H 0.75 3.73 1.92  0.03
H 1.20 4.89 -2.17  0.08
H 0.37 3.42 -2.78  0.04
H 1.87 3.27 -1.81  0.06
H -1.74 -1.05 3.85  0.08
H -0.23 -1.92 3.44  0.09
H -1.43 -1.56 2.17  0.02
H 1.67 0.10 4.39  0.09
H 2.13 1.17 3.03  0.07
H 2.07 -0.59 2.79  0.06
H -0.65 1.44 4.92  0.09
H -1.99 1.62 3.75  0.07
H -0.53 2.64 3.60  0.05
H -2.76 -1.15 -2.86  0.08
H -1.84 -1.69 -1.43  -0.01
H -1.13 -1.85 -3.06  0.09
H 0.84 -0.22 -3.70  0.09
H 1.13 -0.61 -1.98  0.03
H 1.33 1.07 -2.56  0.04
H -1.55 0.53 -4.69  0.09
H -0.95 2.12 -4.11  0.05
H -2.63 1.62 -3.75  0.01
C -5.25 2.03 -0.79  -0.62
C -5.26 0.67 -0.43  -0.16
C -6.42 0.10 0.10  -0.06
C -7.59 0.86 0.25  -0.04
C -7.58 2.21 -0.13  -0.04
C -6.43 2.79 -0.65  -0.11
Se -3.67 2.92 -1.46  0.63
H -0.19 0.79 1.44  -0.14
H -4.35 0.08 -0.53  0.06
H -6.42 -0.96 0.40  0.12
H -8.49 0.41 0.66  0.13
H -8.49 2.81 -0.02  0.13
H -6.41 3.84 -0.94  0.11
N 1.39 -1.49 0.15  0.06
C 2.63 -2.06 0.13  -0.36
C 2.78 -3.46 0.22  -0.04
C 4.04 -4.03 0.13  -0.06
C 5.18 -3.22 -0.04  -0.07
C 5.04 -1.83 -0.12  -0.07
C 3.78 -1.24 -0.03  -0.06
H 0.55 -2.05 0.28  0.05
H 1.28 -0.48 0.24  0.05
H 1.88 -4.07 0.35  0.10
H 4.15 -5.12 0.20  0.12
H 6.17 -3.68 -0.11  0.12
H 5.92 -1.20 -0.25  0.11
H 3.66 -0.16 -0.10  0.09

Values from the calculation:
**Energy relative to the best compared isomer or geometry (same formula, charge and spin)**: 0.0 kJ/mol
**HOMO**: -14.7 eV
**Charge**: +3
**Orbital gap**: 4.77 eV
**E**: -4596.655456 hartree
**E_LUMO**: -9.8972 eV

=====

Below is a 2-piece molecular cluster, C6H10O overall, with properties calculated with ωB97M-V with the def2-TZVPD basis set.

Each line ends with the Löwdin charge.
Cartesian coordinates (Å):
C 2.32 0.12 0.23  -0.09
C 1.00 -0.34 -0.38  -0.19
C 0.01 0.06 0.69  -0.53
C -1.92 -1.19 -0.59  -0.03
O -0.09 -0.56 1.73  0.07
C -0.67 1.34 0.50  -0.04
C -1.13 2.45 0.41  0.16
H 3.18 -0.12 -0.39  0.08
H 2.42 -0.37 1.21  0.08
H 2.29 1.20 0.40  0.08
H 0.98 -1.42 -0.54  0.13
H 0.80 0.16 -1.34  0.12
H -2.94 -0.87 -0.37  0.04
H -1.47 -0.49 -1.32  0.04
H -1.85 -2.20 -0.98  0.04
H -1.41 -1.21 0.37  0.00
H -1.53 3.44 0.36  0.04

Values from the calculation:
**Structure (SMILES)**: C#CC(=O)CC.C
**Energy relative to the best compared isomer or geometry (same formula, charge and spin)**: 234.5 kJ/mol
**HOMO**: -10.2 eV
**Orbital gap**: 10.55 eV
**E**: -309.753038 hartree
**E_LUMO**: 0.3237 eV